Record 1
Here is a 2-piece molecular cluster, C4H4IN3 overall at a distorted geometry from the Open Molecules 2025 dataset. Energies are from the ωB97M-V functional and the def2-TZVPD basis.

Geometry (Å):
C  -1.1374  1.6007  0.8663
C  0.1307  -0.5509  0.9221
C  1.2374  -0.6849  -0.9175
C  -1.0346  0.1663  0.7120
N  -1.3604  2.7039  1.1008
N  0.5149  0.0969  -1.5896
N  -0.1855  0.9638  -1.8540
I  -2.8218  -0.8361  0.1825
H  0.1296  -1.5366  1.0477
H  1.0174  -0.0500  1.3174
H  2.1807  -0.0549  -0.7096
H  1.3288  -1.8183  -1.0781

The HOMO energy is -8.345 eV. The calculation puts the HOMO-LUMO gap at 8.3 eV. The relative energy (zero: lowest compared OMol25 entry of this formula, charge and spin) is 229.0 kJ/mol.

---

Record 2
Here is C4H4IrO2 as an isolated structure at a distorted geometry from the Open Molecules 2025 dataset. Energies are from the ωB97M-V functional and the def2-TZVPD basis.

Geometry (Å):
H  1.2025  -0.7720  -1.3254
O  -0.5641  -1.3862  2.4761
C  -0.1198  -0.5841  1.8379
C  0.3973  0.4521  1.0335
C  0.1245  0.4023  -0.4350
C  1.2173  0.4038  -1.3989
H  1.0418  1.1852  1.5339
H  2.0877  0.9417  -0.9911
H  0.9062  0.7364  -2.3915
O  -0.9587  1.0307  -0.4903
Ir  -2.3035  1.6257  -1.5649

The HOMO energy (spin up / spin down) is -30.426 / -32.738 eV. The total charge is +4. The calculation puts the HOMO-LUMO gap (spin up / spin down) at 8.4 / 7.1 eV. The spin multiplicity is 6. The relative energy (zero: lowest compared OMol25 entry of this formula, charge and spin) is 80.2 kJ/mol. As for the expectation value of S²: 8.771.

---

Record 3
Here is C4H4LiMgO2Tl as an isolated structure at a distorted geometry from the Open Molecules 2025 dataset. Energies are from the ωB97M-V functional and the def2-TZVPD basis.

Geometry (Å):
O  -1.9330  1.1326  -1.6057
C  -0.7889  1.5491  -1.3495
C  0.1995  1.9523  -0.6424
Li  -3.3301  2.2481  -2.2620
Tl  -2.5877  -0.8251  -0.2811
H  0.3498  2.6041  -1.7415
C  2.0757  2.9835  1.7703
C  0.8601  3.5015  1.3313
O  2.5002  1.8014  1.4512
H  2.8261  3.6757  2.1844
H  0.8431  4.5742  1.1120
H  -0.0053  3.0646  1.8494
Mg  1.6927  0.6563  0.1332

The HOMO energy (spin up / spin down) is -12.608 / -12.608 eV. The total charge is +2. The calculation puts the HOMO-LUMO gap (spin up / spin down) at 3.8 / 3.8 eV. The relative energy (zero: lowest compared OMol25 entry of this formula, charge and spin) is 326.8 kJ/mol.

---

Record 4
Here is C4H4LiO2Rh as an isolated structure at a distorted geometry from the Open Molecules 2025 dataset. Energies are from the ωB97M-V functional and the def2-TZVPD basis.

Geometry (Å):
O  1.8365  -0.3511  -0.4073
C  2.3121  0.6966  -0.1691
C  2.9617  1.7866  0.1466
H  4.0481  1.8001  0.0591
H  2.4052  2.6536  0.5028
H  -1.0002  -1.7855  -0.4937
C  -0.9634  1.0937  0.3459
C  -1.4270  0.0285  0.0162
O  -1.7709  -1.2089  -0.2143
Li  -3.5078  -2.0621  0.0356
H  -0.5982  2.0418  0.6952
Rh  -4.2962  -4.6933  -0.5171

The HOMO energy (spin up / spin down) is -13.910 / -15.855 eV. The total charge is +2. The calculation puts the HOMO-LUMO gap (spin up / spin down) at 5.0 / 3.6 eV. The spin multiplicity is 5. As for the expectation value of S²: 6.014.

---

Record 5
Here is C4H4MnO2 as an isolated structure at a distorted geometry from the Open Molecules 2025 dataset. Energies are from the ωB97M-V functional and the def2-TZVPD basis.

Geometry (Å):
O  -2.7621  1.6914  0.1554
C  -1.6984  0.9961  0.3450
C  -0.5422  0.6343  0.3945
C  0.7735  0.0825  0.5267
C  1.0314  -1.3568  0.4072
H  1.5072  0.6795  1.0715
H  1.8997  -1.7853  0.9066
H  0.1944  -2.0243  0.1988
H  -2.8489  1.9496  -0.7866
Mn  1.0618  -0.3786  -2.5268
O  1.3836  -0.4884  -0.6924

The HOMO energy (spin up / spin down) is -17.439 / -17.432 eV. The total charge is +2. The calculation puts the HOMO-LUMO gap (spin up / spin down) at 5.4 / 5.2 eV. The spin multiplicity is 6. The relative energy (zero: lowest compared OMol25 entry of this formula, charge and spin) is 0.0 kJ/mol. As for the expectation value of S²: 8.755.

---

Record 6
Here is one molecule with the formula C4H4N2 at a distorted geometry from the Open Molecules 2025 dataset. Energies are from the ωB97M-V functional and the def2-TZVPD basis.

Geometry (Å):
C  0.7129  1.0212  0.2198
C  3.0153  0.2888  -0.1889
C  -0.1291  -0.0440  0.0148
C  -1.5378  -0.4588  -0.0942
N  1.8590  0.0277  -0.0096
N  0.8807  -0.8971  -0.3418
H  0.8530  1.9866  0.7010
H  -2.2425  0.1929  -0.6588
H  -1.9983  -0.6057  0.9726
H  -1.4133  -1.5117  -0.6149

The HOMO energy (spin up / spin down) is -8.155 / -8.155 eV. The calculation puts the HOMO-LUMO gap (spin up / spin down) at 6.7 / 6.7 eV. The relative energy (zero: lowest compared OMol25 entry of this formula, charge and spin) is 695.2 kJ/mol.

---

Record 7
Here is one molecule with the formula C4H4N2 at a distorted geometry from the Open Molecules 2025 dataset. Energies are from the ωB97M-V functional and the def2-TZVPD basis.

Geometry (Å):
C  1.4439  -1.0199  -0.1484
C  0.1977  -0.6548  0.1117
C  2.3360  0.0694  -0.1110
C  -1.8309  0.4727  0.1036
N  2.9701  1.0177  0.0186
N  -0.6938  -0.0636  0.6328
H  1.8139  -2.0340  -0.4447
H  -1.7488  0.4205  -1.0259
H  -2.8288  0.2502  0.4586
H  -1.6593  1.5418  0.4046

The HOMO energy is -9.187 eV. The SMILES is CN=C=CC#N. The calculation puts the HOMO-LUMO gap at 9.5 eV. The relative energy (zero: lowest compared OMol25 entry of this formula, charge and spin) is 221.9 kJ/mol.

---

Record 8
Here is one molecule with the formula C4H4N2 at a distorted geometry from the Open Molecules 2025 dataset. Energies are from the ωB97M-V functional and the def2-TZVPD basis.

Geometry (Å):
C  0.4024  -0.7529  -0.6311
C  1.7857  -0.8210  -0.3790
C  1.7110  -0.5988  1.9438
C  -1.3294  0.9034  -0.0961
N  2.0353  -1.0883  0.9187
N  -0.0740  0.0559  0.2625
H  -0.0398  -0.9418  -1.5973
H  -2.0100  0.6938  0.7298
H  -0.9428  1.8616  0.0019
H  -1.5384  0.6881  -1.1532

The HOMO energy (spin up / spin down) is -9.223 / -9.221 eV. The calculation puts the HOMO-LUMO gap (spin up / spin down) at 8.3 / 8.3 eV. The relative energy (zero: lowest compared OMol25 entry of this formula, charge and spin) is 582.0 kJ/mol.

---

Record 9
Here is one molecule with the formula C4H4N2 from the Open Molecules 2025 dataset. Energies are from the ωB97M-V functional and the def2-TZVPD basis.

Geometry (Å):
C  -0.1856  -0.9441  0.1875
C  -1.3175  0.0545  0.0688
N  -1.0842  1.3217  0.2370
N  0.1431  1.1810  0.9082
C  1.0786  0.9367  0.0253
C  1.1188  -0.5326  0.0386
H  -0.4488  -1.9999  0.1359
H  -2.2886  -0.2609  -0.3161
H  1.0706  1.4275  -0.9592
H  1.9137  -1.1839  -0.3259

The HOMO energy (spin up / spin down) is -8.907 / -8.674 eV. The SMILES is c1ccnnc1. The calculation puts the HOMO-LUMO gap (spin up / spin down) at 8.2 / 8.2 eV. The relative energy (zero: lowest compared OMol25 entry of this formula, charge and spin) is 502.5 kJ/mol.

---

Record 10
Here is one molecule with the formula C4H4N2 from the Open Molecules 2025 dataset. Energies are from the ωB97M-V functional and the def2-TZVPD basis.

Geometry (Å):
C  -0.5618  -0.5075  -0.7498
C  -1.3020  0.5165  -0.1471
N  -0.8010  1.2613  0.8536
N  0.4002  0.9980  1.3431
C  1.1934  0.0942  0.7425
C  0.7670  -0.6413  -0.3705
H  -0.9512  -1.2202  -1.4775
H  -2.3169  0.8078  -0.4430
H  2.1734  -0.0151  1.2220
H  1.3988  -1.2938  -0.9734

The HOMO energy is -9.320 eV. The SMILES is c1ccnnc1. The calculation puts the HOMO-LUMO gap at 9.8 eV. The relative energy (zero: lowest compared OMol25 entry of this formula, charge and spin) is 108.9 kJ/mol.

---

Record 11
Here is one molecule with the formula C4H4N2 at a distorted geometry from the Open Molecules 2025 dataset. Energies are from the ωB97M-V functional and the def2-TZVPD basis.

Geometry (Å):
N  1.4882  -0.2331  0.4174
C  -0.8387  -0.4198  -0.3208
C  0.1629  0.1810  0.4943
C  -0.4516  1.0688  1.2443
C  -1.3135  0.1871  -1.5145
N  -1.5821  0.6138  -2.5614
H  1.8068  -0.1698  -0.5375
H  1.7108  -1.1117  0.8619
H  -0.8935  -1.5149  -0.3118
H  -0.0893  1.3985  2.2280

The HOMO energy (spin up / spin down) is -9.139 / -9.966 eV. The calculation puts the HOMO-LUMO gap (spin up / spin down) at 8.2 / 8.7 eV. The relative energy (zero: lowest compared OMol25 entry of this formula, charge and spin) is 476.4 kJ/mol.

---

Record 12
Here is one molecule with the formula C4H4N2 at a distorted geometry from the Open Molecules 2025 dataset. Energies are from the ωB97M-V functional and the def2-TZVPD basis.

Geometry (Å):
C  -0.4572  -0.8219  0.2629
N  -1.2460  0.3395  -0.0597
C  -0.7483  1.2957  -0.8716
C  1.0448  -0.2974  0.3290
C  2.2141  -0.1154  0.5591
N  -0.5919  2.0487  -1.7411
H  -2.2389  0.3088  0.1670
H  -0.4465  -1.5320  -0.5646
H  -0.7874  -1.2649  1.2059
H  3.2573  0.0389  0.7131

The HOMO energy is -9.741 eV. The SMILES is C#CCNC#N. The calculation puts the HOMO-LUMO gap at 10.2 eV. The relative energy (zero: lowest compared OMol25 entry of this formula, charge and spin) is 290.5 kJ/mol.

---

Record 13
Here is one molecule with the formula C4H4N2O at a distorted geometry from the Open Molecules 2025 dataset. Energies are from the ωB97M-V functional and the def2-TZVPD basis.

Geometry (Å):
C  -1.7316  -0.9850  0.0414
C  -0.4944  -0.4521  -0.0631
C  1.6193  -0.3200  -0.0027
C  -0.2733  1.0314  -0.1004
H  -2.6215  -0.4356  0.1923
H  -1.7523  -2.1030  0.0607
H  2.6852  -0.4559  0.0085
H  1.7062  1.8876  0.1113
N  0.7303  -1.1838  -0.2022
N  1.1067  1.0249  0.0764
O  -0.9744  1.9914  -0.1222

The HOMO energy is -9.491 eV. The SMILES is C=C1N=CNC1=O. The calculation puts the HOMO-LUMO gap at 9.5 eV. The relative energy (zero: lowest compared OMol25 entry of this formula, charge and spin) is 70.9 kJ/mol.

---

Record 14
Here is one molecule with the formula C4H4N2O at a distorted geometry from the Open Molecules 2025 dataset. Energies are from the ωB97M-V functional and the def2-TZVPD basis.

Geometry (Å):
O  2.3295  -0.9575  -0.0862
C  1.1787  -0.5873  -0.0401
C  0.7582  0.8286  0.0011
C  -0.5952  1.2814  0.0341
N  -1.4903  0.2487  0.0373
C  -1.1167  -1.0894  0.0075
N  0.0888  -1.5128  -0.0275
H  1.6430  1.5760  0.4955
H  1.6359  1.5783  -0.4990
H  -2.4925  0.4494  0.0629
H  -1.9395  -1.8154  0.0145

The HOMO energy is -8.797 eV. The calculation puts the HOMO-LUMO gap at 8.7 eV. The relative energy (zero: lowest compared OMol25 entry of this formula, charge and spin) is 402.7 kJ/mol.

---

Record 15
Here is a 3-piece molecular cluster, C4H4N2O overall at a distorted geometry from the Open Molecules 2025 dataset. Energies are from the ωB97M-V functional and the def2-TZVPD basis.

Geometry (Å):
N  2.5186  0.7547  0.4402
C  1.7134  0.0485  0.0014
C  0.7425  -0.7972  -0.6665
O  -0.3947  -1.1446  -0.0385
C  -1.2357  -0.1458  0.2832
C  -0.8184  0.8660  1.2353
N  -0.5549  1.7265  1.9632
H  1.1779  -1.6792  -1.1487
H  -0.0184  0.3200  -1.4789
H  -0.8965  0.6064  -1.0653
H  -2.2339  -0.5553  0.4746

The HOMO energy is -10.325 eV. The calculation puts the HOMO-LUMO gap at 9.4 eV. The relative energy (zero: lowest compared OMol25 entry of this formula, charge and spin) is 488.6 kJ/mol.

---

Record 16
Here is C4H4N2O as an isolated structure at a distorted geometry from the Open Molecules 2025 dataset. Energies are from the ωB97M-V functional and the def2-TZVPD basis.

Geometry (Å):
O  2.2190  -1.1953  0.7455
C  1.1989  -0.8836  0.1919
C  1.1699  0.7788  -0.3031
C  0.0661  1.3725  0.0711
N  -1.2748  0.1555  0.5120
C  -1.0582  -0.9787  -0.1697
N  0.1050  -1.5612  -0.1994
H  2.1489  1.0121  -0.7399
H  -0.4838  2.2709  0.3132
H  -2.2488  0.4559  0.3755
H  -1.8423  -1.4268  -0.7971

The HOMO energy is -9.562 eV. The calculation puts the HOMO-LUMO gap at 10.0 eV. The relative energy (zero: lowest compared OMol25 entry of this formula, charge and spin) is 289.3 kJ/mol.

---

Record 17
Here is a 2-piece molecular cluster, C4H4N2O overall at a distorted geometry from the Open Molecules 2025 dataset. Energies are from the ωB97M-V functional and the def2-TZVPD basis.

Geometry (Å):
C  -1.5108  -1.7025  0.4775
C  -1.6679  0.6089  0.4582
C  1.4930  0.3513  0.2154
C  1.1995  0.5444  -1.0384
N  -1.6354  -2.7648  0.8904
N  -1.2647  -0.4800  0.1350
O  -2.0304  1.7256  0.6072
H  1.9106  -0.6229  0.4873
H  1.3443  1.0440  1.0275
H  1.4510  -0.1328  -1.9040
H  0.7109  1.4287  -1.3561

The HOMO energy is -10.343 eV. The SMILES is N#CN=C=O.C=C. The calculation puts the HOMO-LUMO gap at 10.7 eV. The relative energy (zero: lowest compared OMol25 entry of this formula, charge and spin) is 219.3 kJ/mol.

---

Record 18
Here is one molecule with the formula C4H4N2O at a distorted geometry from the Open Molecules 2025 dataset. Energies are from the ωB97M-V functional and the def2-TZVPD basis.

Geometry (Å):
C  1.7769  0.2652  0.6879
C  0.5968  0.8401  0.5966
C  -0.4948  0.2369  -0.2073
C  -0.7446  -1.1123  -0.4079
H  2.7547  0.6941  1.0746
H  2.0372  -0.8107  0.3685
H  0.3964  1.7654  1.1294
H  -0.6076  -2.0667  -0.0219
N  -2.2610  0.2741  -1.2894
N  -1.4899  0.9820  -0.7200
O  -1.9642  -1.0681  -1.2104

The HOMO energy is -9.589 eV. The SMILES is C=Cc1conn1. The calculation puts the HOMO-LUMO gap at 9.9 eV. The relative energy (zero: lowest compared OMol25 entry of this formula, charge and spin) is 351.2 kJ/mol.

---

Record 19
Here is one molecule with the formula C4H4N2O at a distorted geometry from the Open Molecules 2025 dataset. Energies are from the ωB97M-V functional and the def2-TZVPD basis.

Geometry (Å):
O  1.4500  1.4681  -1.8400
C  1.1123  0.4385  -1.3320
C  0.2062  0.1594  -0.2549
C  0.1029  -1.1656  0.0234
N  -0.7940  -1.3309  1.0764
C  -1.1904  -0.1007  1.3831
N  -0.6109  0.8525  0.6016
H  1.5145  -0.7509  -1.6585
H  0.8679  -1.6255  -0.8051
H  -1.8995  0.2041  2.1600
H  -0.7589  1.8509  0.6460

The HOMO energy is -9.770 eV. The SMILES is O=Cc1cnc[nH]1. The calculation puts the HOMO-LUMO gap at 10.2 eV. The relative energy (zero: lowest compared OMol25 entry of this formula, charge and spin) is 201.0 kJ/mol.

---

Record 20
Here is one molecule with the formula C4H4N2O at a distorted geometry from the Open Molecules 2025 dataset. Energies are from the ωB97M-V functional and the def2-TZVPD basis.

Geometry (Å):
O  0.4022  0.8459  -2.3533
C  0.2795  0.4559  -1.2183
C  -1.0596  0.0576  -0.6333
C  -1.1557  -0.4413  0.7780
N  0.0462  -0.4653  1.3756
C  1.2735  -0.0750  0.8086
N  1.4328  0.3544  -0.3780
H  -1.8401  0.8160  -0.8570
H  -1.6137  -0.5971  -1.3376
H  0.0968  -0.7904  2.3394
H  2.1381  -0.1606  1.4759

The HOMO energy is -8.784 eV. The calculation puts the HOMO-LUMO gap at 8.3 eV. The relative energy (zero: lowest compared OMol25 entry of this formula, charge and spin) is 248.0 kJ/mol.

---

no.,total energy (hartree),molar mass (g mol⁻¹)
1,-616.6262,221.001
2,-407.0032,276.291
3,-684.6762,319.703
4,-422.4631,193.921
5,-1455.4083,139.012
6,-264.0617,80.090
7,-264.2419,80.090
8,-264.1048,80.090
9,-264.1350,80.090
10,-264.2849,80.090
11,-264.1450,80.090
12,-264.2158,80.090
13,-339.5546,96.089
14,-339.4283,96.089
15,-339.3956,96.089
16,-339.4715,96.089
17,-339.4982,96.089
18,-339.4479,96.089
19,-339.5051,96.089
20,-339.4872,96.089